The following is a quantum chemistry calculation of a cluster of 2 separate species, C4H8I2 in total, from OMol25.

Values from the calculation:
Gap between HOMO and LUMO   9.37 eV
Structure (SMILES)   C=C(C)I.CI
HOMO energy   -9.15 eV

```
14
C4H8I2 | OMol25 | ωB97M-V with the def2-TZVPD basis set
C -1.01317 1.08155 0.26868
C 0.04209 0.78710 0.95821
C 0.19529 -0.22116 2.09357
I 1.85066 1.87176 0.57199
H -2.03592 0.84775 0.37047
H -0.95155 1.65779 -0.69181
H 1.15027 -0.71747 1.88597
H -0.64164 -0.85279 2.20080
H 0.57598 0.32965 2.90891
C 0.14833 -0.78210 -2.33078
I 0.60803 -2.35848 -0.80001
H 0.25195 0.16023 -1.73692
H -0.98848 -0.83038 -2.52716
H 0.80814 -0.97343 -3.17192
```

=====

The following is a quantum chemistry calculation of a structure of composition C4H8IN2, from OMol25.

Values from the calculation:
Net charge   +1
Gap between HOMO and LUMO (alpha / beta)   7.19 / 7.16 eV
HOMO energy (alpha / beta)   -11.71 / -11.69 eV

```
15
C4H8IN2 | OMol25 | ωB97M-V with the def2-TZVPD basis set
C 1.45243 0.58763 0.00935
C -0.79111 -0.22041 0.56237
C 0.88139 -0.49881 -2.02957
C -1.88506 -0.20793 1.47694
N 1.76457 -0.09853 -1.12379
N 0.27284 0.64766 0.60187
I -0.97136 0.30469 -2.23468
H 2.20400 1.19018 0.54409
H -0.66280 -1.12172 0.11208
H 1.20680 -1.14802 -2.97198
H -1.66112 0.29219 2.43987
H -2.15568 -1.27387 1.71532
H -2.74172 0.30088 0.99925
H 2.79177 -0.05441 -1.46575
H 0.29506 1.30046 1.36462
```

=====

The following is a quantum chemistry calculation of a structure of composition C4H8IN2, from OMol25.

Values from the calculation:
Net charge   +1
Gap between HOMO and LUMO   8.14 eV
HOMO energy   -13.50 eV

```
15
C4H8IN2 | OMol25 | ωB97M-V with the def2-TZVPD basis set
C -1.00973 -0.95158 0.14620
C 0.44299 0.95325 1.50541
C 0.22165 -0.12866 0.46286
C 0.29265 -0.47075 -1.95302
N -0.37144 -0.04678 -0.77786
N -0.05983 1.09657 2.68264
I 2.09119 -1.37221 1.00331
H -0.69314 -2.04363 0.08408
H -1.94792 -0.61361 0.60027
H 1.42726 1.78688 0.91068
H 1.17804 0.19170 -2.18384
H 0.63102 -1.68548 -1.98475
H -0.41793 -0.44478 -2.90230
H -0.86971 0.47903 2.71194
H 0.05915 1.67128 3.45078
```

=====

The records above give, respectively, relative energy (zero: lowest compared OMol25 entry of this formula, charge and spin) values of 168.59, 329.74, 445.23 kJ/mol.
The records above give, respectively, largest force on an atom values of 3.61, 3.92, 6.79 eV/A.